ORCA calculation (wB97M-V/def2-TZVPD) on 7 unconnected molecules or ions with the total composition C30H60N5O13P at a distorted geometry.

Structure (XYZ):
```
109
C30H60N5O13P (wB97M-V/def2-TZVPD)
C -2.153 -1.857 -3.804
N -3.577 -1.917 -4.087
C -4.372 -0.934 -3.347
P -4.133 -2.345 -5.670
O -3.986 -1.178 -6.604
N -3.117 -3.656 -6.159
C -2.873 -3.859 -7.594
C -2.612 -4.705 -5.247
N -5.686 -3.013 -5.369
C -6.697 -2.794 -6.338
C -5.828 -4.046 -4.316
H -1.793 -1.833 -2.775
H -1.643 -0.951 -4.131
H -1.589 -2.584 -4.388
H -4.006 -0.714 -2.344
H -5.375 -1.359 -3.345
H -4.402 0.030 -3.855
H -3.476 -3.153 -8.165
H -1.810 -3.718 -7.790
H -3.196 -4.832 -7.964
H -3.195 -5.560 -5.588
H -1.544 -4.840 -5.415
H -2.826 -4.549 -4.189
H -7.414 -3.606 -6.216
H -7.266 -1.886 -6.135
H -6.242 -2.535 -7.294
H -6.699 -3.828 -3.699
H -4.975 -4.012 -3.637
H -5.904 -5.005 -4.828
C 9.030 2.245 6.382
C 8.264 2.054 5.057
O 9.120 2.326 3.972
C 9.082 3.530 3.388
O 8.174 4.320 3.339
O 10.280 3.695 2.729
C 10.467 4.775 1.853
H 8.492 1.728 7.176
H 9.032 3.320 6.562
H 10.059 1.886 6.373
H 7.354 2.640 5.188
H 7.927 1.043 4.829
H 11.397 4.579 1.320
H 10.526 5.709 2.412
H 9.657 4.875 1.131
C -10.300 2.801 -1.144
C -9.269 3.634 -0.522
O -8.599 2.822 0.465
C -7.720 3.400 1.342
O -7.359 4.572 1.393
O -7.361 2.446 2.244
C -6.641 2.802 3.419
H -9.935 2.260 -2.017
H -10.959 3.573 -1.543
H -10.908 2.239 -0.435
H -9.838 4.435 -0.051
H -8.655 4.166 -1.249
H -5.958 3.651 3.404
H -6.102 1.878 3.629
H -7.334 2.969 4.244
C 2.454 -6.412 7.416
C 0.918 -6.456 6.969
O 0.177 -5.338 7.391
C -1.246 -5.371 7.394
O -1.982 -6.281 7.010
O -1.754 -4.111 7.720
C -0.976 -3.097 8.386
H 2.960 -5.459 7.263
H 3.008 -7.203 6.910
H 2.557 -6.588 8.486
H 0.482 -7.362 7.390
H 0.902 -6.659 5.898
H -1.636 -2.296 8.717
H -0.330 -2.548 7.700
H -0.274 -3.352 9.180
C 6.063 -0.862 -2.500
C 4.719 -0.357 -2.929
O 4.722 0.008 -4.311
C 4.489 -0.938 -5.301
O 4.173 -2.126 -5.059
O 4.622 -0.336 -6.468
C 4.404 -1.060 -7.702
H 6.830 -0.178 -2.864
H 6.440 -1.822 -2.852
H 6.115 -0.731 -1.419
H 4.459 0.478 -2.278
H 3.876 -1.031 -2.771
H 4.952 -0.547 -8.493
H 3.337 -1.054 -7.921
H 4.683 -2.106 -7.573
C 0.897 7.232 0.684
C 1.571 6.726 -0.488
C 2.878 6.454 -0.152
N 3.015 6.767 1.170
C 1.856 7.233 1.734
H -0.127 7.576 0.690
H 1.121 6.634 -1.466
H 3.807 6.048 -0.524
H 3.838 6.622 1.737
H 1.797 7.620 2.740
C -0.023 0.200 2.857
C 1.328 0.212 3.130
C 1.752 1.422 2.621
N 0.714 2.160 2.122
C -0.378 1.445 2.291
H -0.779 -0.539 3.076
H 1.880 -0.591 3.596
H 2.714 1.890 2.477
H 0.780 3.110 1.785
H -1.318 1.835 1.929
```

As for the net charge: 0. As for the gap between HOMO and LUMO: 8.22 eV. As for the SMILES: CN(C)P(=O)(N(C)C)N(C)C.CCOC(=O)OC.CCOC(=O)OC.CCOC(=O)OC.CCOC(=O)OC.c1cc[nH]c1.c1cc[nH]c1.

Atomic partial charges in e from the Mulliken method, atoms 1 to 4: atom 1 (C): -1.0193, atom 2 (N): 0.2573, atom 3 (C): -1.0312, atom 4 (P): 0.4320